A structure of composition C22H19Cl4N4O10S2V in a non-equilibrium geometry, computed with the ωB97M-V functional and the def2-TZVPD basis.

```
! wB97M-V def2-TZVPD RIJCOSX def2/J DEFGRID3
* xyz 0 1
V 1.13216 -0.14627 1.68611
O 3.95713 0.62759 -0.62047
S 3.28979 0.80065 0.62301
O 1.86786 1.33584 0.48096
O 3.97357 1.36114 1.73573
O 2.73959 -0.69081 1.11436
Cl -1.48342 3.62969 6.53608
C -0.58192 2.44821 5.67470
C 0.37487 1.67055 6.34327
Cl 0.63577 1.89446 8.02600
C 1.13039 0.71650 5.66151
Cl 2.33464 -0.23429 6.41943
C 0.89101 0.56629 4.30288
O 1.57764 -0.22991 3.47067
C -0.08676 1.30322 3.65128
O -0.16524 0.98232 2.35252
C -0.81938 2.27802 4.31202
Cl -1.98335 3.18657 3.44125
C 0.04085 4.45876 -1.71448
C 0.38262 3.09372 -2.28668
S -0.86548 2.54796 -3.42637
O -2.08362 2.32044 -2.68305
O -0.87706 3.42316 -4.56562
C -0.26382 0.94116 -3.98998
C -1.06993 -0.24037 -3.46973
N -1.05124 -0.32546 -2.00378
C 0.06590 -0.44260 -1.25338
N -0.21406 -0.25541 0.02640
C -1.55299 0.01431 0.12762
C -2.07033 -0.03819 -1.12220
N -3.46346 0.09779 -1.45855
O -3.82721 -0.25148 -2.56538
O -4.18538 0.49253 -0.56960
C 1.41563 -0.75193 -1.79064
H 0.85628 4.77971 -1.06806
H -0.87082 4.41325 -1.12127
H -0.08924 5.19495 -2.50617
H 0.43667 2.33915 -1.49768
H 1.32483 3.10768 -2.83695
H 0.78652 0.86529 -3.71964
H -0.31515 0.97312 -5.07799
H -0.65549 -1.16922 -3.86661
H -2.10841 -0.18147 -3.77293
H -2.05233 0.22655 1.05456
H 1.34046 -1.39091 -2.67064
H 1.99656 -1.27703 -1.03900
H 1.96580 0.15572 -2.04034
C 0.33051 -2.06519 1.98152
C 0.07836 -2.93839 0.82151
C -1.21687 -3.15161 0.34311
C -1.43613 -3.89948 -0.79896
C -0.35216 -4.46692 -1.46715
C 0.93993 -4.31481 -0.96812
C 1.14713 -3.55553 0.16941
C -0.56952 -5.20758 -2.67980
N -0.73543 -5.77952 -3.66191
H 1.15358 -2.41961 2.60364
H -0.54565 -1.85167 2.59418
H -2.06112 -2.71904 0.86453
H -2.43983 -4.04700 -1.17436
H 1.77223 -4.78194 -1.47643
H 2.15454 -3.42265 0.54561
*
```

As for the total energy: -5402.2808 Ha. As for the HOMO energy (alpha / beta): -9.265 / -9.265 eV. Its largest force on an atom is 1.12 eV Å⁻¹. Its HOMO-LUMO gap (alpha / beta) is 6.7 / 6.7 eV.

Atomic partial charges in e from the natural (NBO) method, atoms 1 to 4: atom 1 (V): 1.413, atom 2 (O): -0.914, atom 3 (S): 2.542, atom 4 (O): -0.918

---

A structure of composition C22H19MoN7O2, computed with the ωB97M-V functional and the def2-TZVPD basis.

```
! wB97M-V def2-TZVPD RIJCOSX def2/J DEFGRID3
* xyz 2 1
Mo -0.59689 -0.61881 0.03929
C -3.47178 0.25701 -2.93823
C -2.89414 1.23022 -3.76742
C -1.66658 1.74772 -3.44915
C -0.99783 1.31661 -2.29498
N -1.53513 0.33017 -1.53325
C -2.76561 -0.16713 -1.85338
N 0.16231 1.94774 -1.96428
C 0.68496 1.91825 -0.79376
N 0.24992 1.14440 0.30633
C 1.02636 1.55032 1.42555
N 0.96077 1.10516 2.61222
C 0.06661 0.15919 3.03827
C -0.07191 0.04625 4.42432
C -0.95172 -0.85466 4.96972
C -1.70050 -1.65728 4.10889
C -1.51472 -1.51911 2.76175
N -0.64346 -0.63927 2.19530
C 1.98523 2.56179 0.98293
C 2.94367 3.25514 1.69532
C 3.71589 4.16844 0.98532
C 3.52081 4.37781 -0.38022
C 2.54413 3.68378 -1.08563
C 1.79086 2.77013 -0.37432
H -4.44211 -0.16493 -3.15445
H -3.42082 1.57437 -4.64761
H -1.18723 2.51225 -4.04320
H -3.15172 -0.94918 -1.20885
H 0.53814 0.70026 5.02987
H -1.06371 -0.93782 6.04237
H -2.41584 -2.37617 4.48069
H -2.08482 -2.13168 2.08562
H 3.08349 3.09333 2.75507
H 4.48208 4.73108 1.50104
H 4.14071 5.09702 -0.89782
H 2.38221 3.84663 -2.14214
C 0.73509 -4.16358 0.01283
C -0.11900 -3.05096 -0.47239
N -1.35194 -2.83086 -0.14166
O -1.88723 -3.81379 0.63964
C 0.31770 -1.96815 -1.39591
C 0.32982 -2.12791 -2.88183
N 1.12203 -1.03139 -0.77261
O 2.16297 -0.52645 -1.09858
H 0.58078 -4.34548 1.07630
H 1.78363 -3.96050 -0.19267
H 0.45138 -5.08030 -0.51333
H -2.84797 -3.69604 0.59981
H -0.59385 -2.59794 -3.21803
H 1.16815 -2.75796 -3.18837
H 0.44680 -1.15769 -3.36436
*
```

As for the total energy: -1451.0904 Ha. As for the HOMO energy (alpha / beta): -14.490 / -14.489 eV. Its largest force on an atom is 0.51 eV Å⁻¹. Its HOMO-LUMO gap (alpha / beta) is 6.2 / 6.2 eV.

Atomic partial charges in e from the natural (NBO) method, atoms 1 to 4: atom 1 (Mo): 1.293, atom 2 (C): -0.226, atom 3 (C): -0.091, atom 4 (C): -0.209

---

A structure of composition C22H19N5O3S in a non-equilibrium geometry, computed with the ωB97M-V functional and the def2-TZVPD basis.

```
! wB97M-V def2-TZVPD RIJCOSX def2/J DEFGRID3
* xyz 0 1
C 0.94642 0.45057 3.01352
C 1.18235 1.60278 1.95412
O 0.32753 1.48712 0.83794
C 0.21869 2.42570 -0.09108
C -0.80871 1.97394 -1.33026
H -1.04156 2.96334 -1.72266
C -0.44935 0.89985 -1.93452
N -0.17594 -0.17949 -1.47880
C 1.03046 -0.50058 -1.02250
N 2.14341 0.19725 -1.34333
C 3.25985 0.16300 -0.91433
N 3.51144 -0.99845 -0.20282
C 4.91366 -1.52017 0.18901
C 5.94718 -0.47067 -0.06042
C 5.65978 0.51838 -1.08270
C 4.32549 0.75297 -1.23409
H 4.18190 1.44224 -1.96043
H 6.44814 1.10733 -1.19995
H 7.03157 -0.66730 0.17136
H 4.96428 -2.14761 1.07106
C 2.53868 -1.98695 0.27958
O 2.76980 -2.80241 1.26186
C 1.27061 -1.53550 -0.04698
C 0.09398 -2.35695 0.47956
C -1.08997 -1.89462 -0.37062
C -2.14386 -2.73285 0.32203
N -3.13111 -3.48743 0.75470
C -1.24295 -0.76398 -1.04290
N -2.48627 -0.55668 -1.33689
C -3.60248 -1.14631 -1.40840
O -3.92676 -1.86643 -2.32300
C -4.64169 -0.49952 -0.70988
C -5.89764 -0.76278 -0.41081
C -6.59451 -0.15973 0.53255
C -5.76956 0.80068 1.14422
S -4.10316 0.99379 0.54160
H -5.93203 1.58121 1.74264
H -7.61039 -0.12129 1.08512
H -6.41509 -1.53080 -0.99678
H 0.19894 -3.11294 1.06924
H 0.67003 1.21157 -2.40781
H -1.26151 0.90411 -2.61831
H -1.88088 1.82260 -0.69383
H -0.17506 3.24969 0.47240
H 1.06914 2.65578 -0.55312
H 0.91953 2.49245 2.44654
H 2.15281 1.59562 1.64438
H 1.34393 -0.62484 2.49975
H 1.53465 0.72283 3.70442
H -0.27378 0.41152 3.27963
*
```

As for the total energy: -1746.7585 Ha. As for the HOMO energy: -8.268 eV. Its largest force on an atom is 18.03 eV Å⁻¹. Its HOMO-LUMO gap is 6.5 eV.

Atomic partial charges in e from the natural (NBO) method, atoms 1 to 4: atom 1 (C): -0.566, atom 2 (C): -0.048, atom 3 (O): -0.581, atom 4 (C): -0.043

---

Copy entry 2 word for word.
A structure of composition C22H19MoN7O2, computed with the ωB97M-V functional and the def2-TZVPD basis.

```
! wB97M-V def2-TZVPD RIJCOSX def2/J DEFGRID3
* xyz 2 1
Mo -0.59689 -0.61881 0.03929
C -3.47178 0.25701 -2.93823
C -2.89414 1.23022 -3.76742
C -1.66658 1.74772 -3.44915
C -0.99783 1.31661 -2.29498
N -1.53513 0.33017 -1.53325
C -2.76561 -0.16713 -1.85338
N 0.16231 1.94774 -1.96428
C 0.68496 1.91825 -0.79376
N 0.24992 1.14440 0.30633
C 1.02636 1.55032 1.42555
N 0.96077 1.10516 2.61222
C 0.06661 0.15919 3.03827
C -0.07191 0.04625 4.42432
C -0.95172 -0.85466 4.96972
C -1.70050 -1.65728 4.10889
C -1.51472 -1.51911 2.76175
N -0.64346 -0.63927 2.19530
C 1.98523 2.56179 0.98293
C 2.94367 3.25514 1.69532
C 3.71589 4.16844 0.98532
C 3.52081 4.37781 -0.38022
C 2.54413 3.68378 -1.08563
C 1.79086 2.77013 -0.37432
H -4.44211 -0.16493 -3.15445
H -3.42082 1.57437 -4.64761
H -1.18723 2.51225 -4.04320
H -3.15172 -0.94918 -1.20885
H 0.53814 0.70026 5.02987
H -1.06371 -0.93782 6.04237
H -2.41584 -2.37617 4.48069
H -2.08482 -2.13168 2.08562
H 3.08349 3.09333 2.75507
H 4.48208 4.73108 1.50104
H 4.14071 5.09702 -0.89782
H 2.38221 3.84663 -2.14214
C 0.73509 -4.16358 0.01283
C -0.11900 -3.05096 -0.47239
N -1.35194 -2.83086 -0.14166
O -1.88723 -3.81379 0.63964
C 0.31770 -1.96815 -1.39591
C 0.32982 -2.12791 -2.88183
N 1.12203 -1.03139 -0.77261
O 2.16297 -0.52645 -1.09858
H 0.58078 -4.34548 1.07630
H 1.78363 -3.96050 -0.19267
H 0.45138 -5.08030 -0.51333
H -2.84797 -3.69604 0.59981
H -0.59385 -2.59794 -3.21803
H 1.16815 -2.75796 -3.18837
H 0.44680 -1.15769 -3.36436
*
```

As for the total energy: -1451.0904 Ha. As for the HOMO energy (alpha / beta): -14.490 / -14.489 eV. Its largest force on an atom is 0.51 eV Å⁻¹. Its HOMO-LUMO gap (alpha / beta) is 6.2 / 6.2 eV.

Atomic partial charges in e from the natural (NBO) method, atoms 1 to 4: atom 1 (Mo): 1.293, atom 2 (C): -0.226, atom 3 (C): -0.091, atom 4 (C): -0.209

---

Copy entry 3 word for word.
A structure of composition C22H19N5O3S in a non-equilibrium geometry, computed with the ωB97M-V functional and the def2-TZVPD basis.

```
! wB97M-V def2-TZVPD RIJCOSX def2/J DEFGRID3
* xyz 0 1
C 0.94642 0.45057 3.01352
C 1.18235 1.60278 1.95412
O 0.32753 1.48712 0.83794
C 0.21869 2.42570 -0.09108
C -0.80871 1.97394 -1.33026
H -1.04156 2.96334 -1.72266
C -0.44935 0.89985 -1.93452
N -0.17594 -0.17949 -1.47880
C 1.03046 -0.50058 -1.02250
N 2.14341 0.19725 -1.34333
C 3.25985 0.16300 -0.91433
N 3.51144 -0.99845 -0.20282
C 4.91366 -1.52017 0.18901
C 5.94718 -0.47067 -0.06042
C 5.65978 0.51838 -1.08270
C 4.32549 0.75297 -1.23409
H 4.18190 1.44224 -1.96043
H 6.44814 1.10733 -1.19995
H 7.03157 -0.66730 0.17136
H 4.96428 -2.14761 1.07106
C 2.53868 -1.98695 0.27958
O 2.76980 -2.80241 1.26186
C 1.27061 -1.53550 -0.04698
C 0.09398 -2.35695 0.47956
C -1.08997 -1.89462 -0.37062
C -2.14386 -2.73285 0.32203
N -3.13111 -3.48743 0.75470
C -1.24295 -0.76398 -1.04290
N -2.48627 -0.55668 -1.33689
C -3.60248 -1.14631 -1.40840
O -3.92676 -1.86643 -2.32300
C -4.64169 -0.49952 -0.70988
C -5.89764 -0.76278 -0.41081
C -6.59451 -0.15973 0.53255
C -5.76956 0.80068 1.14422
S -4.10316 0.99379 0.54160
H -5.93203 1.58121 1.74264
H -7.61039 -0.12129 1.08512
H -6.41509 -1.53080 -0.99678
H 0.19894 -3.11294 1.06924
H 0.67003 1.21157 -2.40781
H -1.26151 0.90411 -2.61831
H -1.88088 1.82260 -0.69383
H -0.17506 3.24969 0.47240
H 1.06914 2.65578 -0.55312
H 0.91953 2.49245 2.44654
H 2.15281 1.59562 1.64438
H 1.34393 -0.62484 2.49975
H 1.53465 0.72283 3.70442
H -0.27378 0.41152 3.27963
*
```

As for the total energy: -1746.7585 Ha. As for the HOMO energy: -8.268 eV. Its largest force on an atom is 18.03 eV Å⁻¹. Its HOMO-LUMO gap is 6.5 eV.

Atomic partial charges in e from the natural (NBO) method, atoms 1 to 4: atom 1 (C): -0.566, atom 2 (C): -0.048, atom 3 (O): -0.581, atom 4 (C): -0.043